1.
{
  "formula": "C3H13N2O",
  "method": "ωB97M-V with the def2-TZVPD basis set",
  "species": ["N", "C", "C", "N", "C", "H", "H", "H", "H", "H", "H", "H", "H", "H", "H", "H", "H", "H", "O"],
  "coordinates": [[0.606609, 0.308165, -0.820662], [-0.445576, -0.822337, -0.439908], [-0.692595, -0.935328, 1.153040], [-0.854972, 0.445930, 1.698722], [0.066191, 1.067631, 2.594745], [0.515819, 1.111862, -0.229715], [0.628263, 0.720232, -1.709468], [1.483828, -0.144503, -0.660489], [-0.138326, -1.681470, -0.898820], [-1.358455, -0.229256, -0.798091], [0.122240, -1.663696, 1.599812], [-1.789999, -1.258755, 1.339006], [-1.805071, 0.451995, 2.069929], [-0.332405, 2.061523, 2.974560], [0.250979, 0.453055, 3.457456], [1.066577, 1.065646, 2.158057], [0.543032, 0.438038, -3.916313], [1.472688, -0.503495, -4.171936], [0.938905, -0.244954, -3.400957]],
  "forces_ev_per_angstrom": [[-0.429, -2.043, 3.225], [-2.611, 5.931, 1.244], [-0.025, -0.610, -1.229], [0.462, -2.237, 2.506], [-0.071, 1.908, -0.923], [0.071, 0.465, 0.926], [-0.322, -0.355, -2.664], [1.317, 0.204, -0.141], [0.291, -2.249, -1.311], [0.805, -2.077, -0.112], [-1.556, 1.963, -0.224], [2.132, -0.691, -0.821], [-0.372, 1.197, -0.489], [0.653, -1.122, -0.637], [-0.353, -0.904, 0.959], [0.092, 0.506, -0.113], [-1.491, 1.470, -0.201], [0.683, -1.048, 0.674], [0.720, -0.307, -0.669]],
  "de_lowest_kcal_mol": 49.3,
  "molar_mass_da": 93.1,
  "orbital_gap_ev": [11.7149, 6.4618],
  "multiplicity": 2,
  "charge": 2
}

---

2.
{
  "formula": "C39H43ClP2Si2W",
  "method": "ωB97M-V with the def2-TZVPD basis set",
  "species": ["C", "C", "C", "H", "C", "C", "H", "H", "H", "H", "W", "Si", "C", "C", "H", "C", "H", "C", "H", "C", "H", "C", "H", "C", "C", "H", "C", "H", "C", "H", "C", "H", "C", "H", "H", "Si", "C", "C", "H", "C", "H", "C", "H", "C", "H", "C", "H", "C", "C", "H", "C", "H", "C", "H", "C", "H", "C", "H", "H", "Cl", "C", "P", "C", "C", "C", "C", "C", "C", "C", "P", "C", "C", "H", "H", "H", "H", "H", "H", "H", "H", "H", "H", "H", "H", "H", "H", "H", "H"],
  "coordinates": [[0.473185, 2.022417, 3.331398], [0.609806, 2.327997, 1.935588], [-0.676256, 2.177437, 1.335667], [1.487275, 2.728251, 1.442718], [-1.610826, 1.749750, 2.338584], [-0.895459, 1.680742, 3.582215], [-1.342191, 1.539068, 4.554416], [1.246342, 2.129834, 4.081481], [-0.926805, 2.445445, 0.321284], [-2.674838, 1.598865, 2.191509], [-0.067432, 0.217779, 2.181173], [0.773588, -0.812156, -0.874959], [2.150229, 0.042227, -1.813098], [2.968841, -0.679585, -2.698679], [2.764630, -1.739304, -2.870481], [4.040306, -0.038245, -3.323747], [4.719680, -0.605145, -3.964383], [4.232412, 1.342818, -3.155791], [5.033092, 1.858022, -3.688623], [3.377128, 2.066057, -2.313886], [3.472099, 3.147110, -2.203506], [2.383657, 1.405453, -1.585563], [1.792119, 1.953582, -0.844097], [-0.840355, 0.052751, -1.275406], [-0.872336, 1.413245, -1.759016], [0.030876, 1.889197, -2.134344], [-2.135107, 2.108152, -1.921646], [-2.142176, 3.068222, -2.450794], [-3.216266, 1.724237, -1.034540], [-3.996941, 2.446453, -0.779474], [-3.193526, 0.423108, -0.592805], [-3.920822, 0.058613, 0.130135], [-2.205607, -0.466011, -1.172456], [-2.371292, -1.537004, -1.207332], [0.942270, -0.000538, 0.522288], [-2.173303, 0.479549, -2.918496], [-3.808537, -0.069293, -3.654279], [-4.235787, 0.632065, -4.786306], [-3.528268, 1.282198, -5.308958], [-5.552895, 0.487939, -5.241924], [-5.878337, 1.024588, -6.136517], [-6.444310, -0.346320, -4.552161], [-7.479033, -0.441684, -4.889147], [-6.001736, -1.090250, -3.447235], [-6.692431, -1.746856, -2.907009], [-4.660629, -1.002483, -3.044985], [-4.300156, -1.656577, -2.251661], [-0.904259, 0.346071, -4.321958], [-0.305697, 1.505509, -4.812389], [-0.673103, 2.493408, -4.514687], [0.779915, 1.397509, -5.683412], [1.252214, 2.301203, -6.080942], [1.273064, 0.132766, -6.024829], [2.146040, 0.048500, -6.667665], [0.660877, -1.024691, -5.535246], [1.036373, -2.007681, -5.806385], [-0.431111, -0.917349, -4.660935], [-0.894423, -1.815746, -4.241090], [1.446581, -2.062030, -0.585330], [-0.774013, -1.912105, 1.046701], [-1.649875, -0.906681, 5.320532], [-0.356533, -1.326029, 4.141005], [-0.574318, -3.115498, 3.971478], [1.225813, -1.286996, 5.103761], [1.271697, -1.715103, 6.429900], [2.498920, -1.766025, 7.106140], [3.672487, -1.391033, 6.450983], [3.628095, -0.958888, 5.121294], [2.414432, -0.902249, 4.441727], [2.297144, -0.360340, 2.663906], [3.541519, 0.960139, 2.609644], [3.101841, -1.685649, 1.749016], [-2.522991, -0.527053, 4.776765], [-1.294744, -0.138031, 6.017505], [-1.948924, -1.802669, 5.880407], [-0.716507, -3.560125, 4.966336], [0.307097, -3.569099, 3.502580], [-1.456816, -3.317259, 3.352608], [0.354178, -2.023753, 6.939876], [2.522962, -2.105027, 8.142776], [4.625070, -1.431587, 6.972515], [4.549386, -0.667356, 4.617953], [4.542313, 0.506299, 2.658500], [3.457355, 1.525636, 1.670194], [3.425764, 1.647914, 3.457254], [2.574969, -2.633093, 1.910897], [4.141862, -1.774215, 2.090478], [3.101468, -1.453310, 0.676982]],
  "forces_ev_per_angstrom": [[-0.541, 0.719, 0.791], [-0.158, -0.110, 0.376], [-1.123, 0.272, 0.250], [-0.064, -0.287, 0.145], [-0.278, 1.697, 0.656], [-0.516, 1.745, -0.137], [0.108, -0.242, -0.129], [-0.187, -0.119, -0.037], [-0.009, -0.218, 0.140], [0.214, -0.019, 0.106], [3.614, -4.473, -3.108], [1.258, 1.672, 1.024], [-0.494, 0.054, 0.115], [0.050, 0.442, 0.263], [0.215, 0.266, -0.004], [0.000, 0.210, -0.102], [-0.252, 0.195, 0.168], [-0.435, -0.226, 0.111], [-0.225, -0.195, 0.170], [0.021, -0.020, 0.201], [0.224, -0.294, -0.022], [0.475, 0.009, -0.604], [0.163, -0.117, -0.289], [-0.967, 1.947, -0.769], [2.073, -0.477, 2.023], [-0.151, -0.179, 0.131], [0.098, 0.360, -0.271], [0.087, -0.412, 0.336], [-0.294, -0.754, 1.188], [0.291, -0.341, -0.004], [-0.885, 1.312, 0.312], [-0.025, -0.077, -0.363], [0.548, -0.185, -0.160], [0.102, 0.163, 0.469], [0.028, 0.196, -0.216], [-1.270, -2.396, -4.488], [-0.241, -0.087, 0.205], [-0.316, -0.042, -0.031], [-0.333, -0.078, 0.075], [0.075, -0.179, 0.075], [0.075, -0.170, 0.346], [0.328, 0.039, 0.119], [0.355, 0.087, 0.123], [0.350, -0.054, -0.248], [0.316, 0.174, -0.348], [-0.657, 0.427, -0.055], [-0.194, 0.278, -0.010], [-0.558, 0.243, 1.224], [0.404, -0.135, -0.424], [0.149, -0.263, -0.165], [0.046, 0.038, 0.016], [-0.147, -0.380, 0.126], [-0.223, -0.001, 0.118], [-0.209, 0.027, 0.049], [-0.213, 0.195, 0.311], [-0.003, 0.174, -0.007], [0.487, -0.014, -0.530], [0.099, 0.190, -0.244], [-0.724, -0.824, -0.266], [-0.444, -0.032, 0.335], [-0.459, 0.072, 0.442], [1.156, 0.360, 0.577], [-0.214, -0.379, -0.414], [0.078, 0.194, -0.336], [0.299, -0.040, 0.086], [-0.241, 0.029, -0.186], [-0.203, 0.043, -0.120], [0.009, -0.115, 0.203], [-0.561, -0.138, -0.226], [-0.299, -0.100, 1.780], [0.181, 0.355, -0.270], [0.201, -0.340, -0.287], [0.117, -0.111, 0.175], [-0.159, -0.187, -0.113], [0.053, 0.332, -0.041], [0.100, 0.217, -0.229], [-0.257, 0.130, 0.028], [0.214, -0.083, 0.158], [0.346, 0.115, -0.107], [0.059, 0.121, -0.311], [-0.171, 0.007, -0.079], [-0.150, -0.086, 0.182], [-0.297, 0.213, -0.027], [0.125, -0.197, 0.235], [0.000, -0.186, -0.259], [0.108, 0.178, -0.070], [-0.266, -0.085, -0.074], [0.114, -0.050, 0.220]],
  "de_lowest_kcal_mol": 58.6,
  "molar_mass_da": 849.2,
  "orbital_gap_ev": [6.7294, 5.5480],
  "multiplicity": 3,
  "charge": 2
}